[1]
Below is 10 unconnected molecules or ions with the total composition C43H113N9O10 at a distorted geometry, with properties calculated with ωB97M-V/def2-TZVPD.

SMILES string: CC1(C)CCCC(C)(C)N1O.COC[C@H](C)N.COC[C@H](C)N.COC[C@H](C)N.COC[C@H](C)N.COC[C@H](C)N.COC[C@H](C)N.COC[C@H](C)N.COC[C@H](C)N.CCO
Energy relative to the best compared isomer or geometry (same formula, charge and spin), eV: 4.745
Max |F|, eV Å⁻¹: 3.522
HOMO energy, eV: -8.32
Orbital gap, eV: 8.80

```
! wB97M-V def2-TZVPD RIJCOSX def2/J DEFGRID3
* xyz 0 1
C 26.361 33.393 -2.027
C 26.227 34.846 -2.554
C 24.999 35.456 -1.889
C 27.415 35.723 -2.060
C 28.682 35.706 -2.872
C 28.331 35.807 -4.343
C 27.259 34.855 -4.924
C 27.022 35.397 -6.381
C 27.761 33.459 -5.096
N 26.105 34.982 -4.013
O 25.065 34.249 -4.417
H 26.016 33.282 -0.999
H 25.784 32.756 -2.699
H 27.359 32.975 -2.153
H 24.093 34.857 -1.980
H 25.016 35.623 -0.812
H 24.850 36.475 -2.248
H 27.107 36.764 -1.967
H 27.687 35.385 -1.060
H 29.420 36.477 -2.650
H 29.227 34.793 -2.632
H 29.236 35.816 -4.950
H 28.051 36.842 -4.536
H 27.685 35.065 -7.181
H 26.900 36.480 -6.400
H 26.104 34.909 -6.708
H 28.643 33.622 -5.714
H 27.137 32.858 -5.759
H 27.971 32.906 -4.180
H 25.339 33.360 -4.180
C 39.098 24.008 -16.747
O 37.726 23.789 -17.059
C 36.932 24.901 -16.697
C 35.470 24.706 -17.195
C 34.548 25.842 -16.822
N 35.001 23.470 -16.722
H 39.664 24.447 -17.568
H 39.633 23.060 -16.692
H 39.205 24.493 -15.776
H 36.839 24.940 -15.611
H 37.256 25.783 -17.249
H 35.433 24.600 -18.280
H 34.883 26.751 -17.320
H 34.619 26.062 -15.757
H 33.498 25.796 -17.110
H 35.049 23.437 -15.714
H 35.767 22.848 -16.938
C 28.139 36.873 -22.029
O 28.608 35.605 -21.595
C 30.047 35.528 -21.448
C 30.565 36.489 -20.310
C 32.064 36.305 -19.983
N 29.762 36.385 -19.119
H 28.515 37.157 -23.012
H 28.292 37.724 -21.366
H 27.058 36.863 -22.167
H 30.159 34.494 -21.121
H 30.657 35.588 -22.349
H 30.392 37.476 -20.739
H 32.368 37.091 -19.292
H 32.661 36.358 -20.893
H 32.198 35.291 -19.606
H 29.885 35.427 -18.825
H 28.822 36.342 -19.487
C 38.188 31.345 -11.616
O 36.842 31.873 -11.504
C 36.775 33.344 -11.614
C 35.337 33.928 -11.419
C 34.462 33.603 -12.595
N 35.443 35.317 -11.210
H 38.866 32.116 -11.249
H 38.345 31.161 -12.679
H 38.234 30.399 -11.076
H 37.399 33.774 -10.831
H 37.252 33.682 -12.534
H 34.890 33.383 -10.587
H 34.711 34.188 -13.481
H 33.410 33.762 -12.354
H 34.487 32.549 -12.870
H 34.576 35.692 -11.570
H 36.012 35.573 -12.004
C 14.027 33.052 -16.543
O 14.670 32.290 -15.536
C 16.106 32.366 -15.626
C 16.720 32.123 -14.260
C 18.250 32.114 -14.318
N 16.307 30.839 -13.690
H 14.239 32.782 -17.577
H 14.210 34.123 -16.457
H 12.956 32.933 -16.376
H 16.415 31.665 -16.403
H 16.453 33.345 -15.958
H 16.433 32.956 -13.618
H 18.469 31.323 -15.035
H 18.658 31.817 -13.351
H 18.639 33.094 -14.593
H 15.302 30.942 -13.705
H 16.485 30.084 -14.337
C 33.331 26.610 -9.958
O 33.572 25.217 -9.672
C 34.985 24.831 -9.825
C 35.146 23.290 -9.948
C 36.616 22.808 -10.173
N 34.315 22.745 -11.038
H 33.742 26.834 -10.943
H 34.016 27.112 -9.275
H 32.256 26.782 -9.911
H 35.402 25.439 -10.629
H 35.572 25.103 -8.948
H 34.742 22.879 -9.022
H 37.298 23.044 -9.357
H 37.030 23.245 -11.082
H 36.834 21.761 -10.386
H 33.373 23.102 -10.973
H 34.189 21.755 -10.881
C 23.022 18.992 -16.643
O 24.386 18.974 -16.964
C 25.107 20.102 -16.474
C 26.623 19.895 -16.438
C 27.176 18.881 -15.397
N 27.203 21.192 -16.277
H 22.643 19.947 -17.008
H 22.800 18.852 -15.585
H 22.434 18.269 -17.208
H 24.878 20.981 -17.076
H 24.836 20.348 -15.447
H 26.939 19.498 -17.403
H 26.685 19.097 -14.448
H 28.253 18.885 -15.235
H 26.895 17.885 -15.740
H 28.196 21.025 -16.203
H 27.140 21.797 -17.084
C 18.922 33.339 -22.263
O 19.804 33.413 -21.213
C 21.093 33.037 -21.557
C 21.989 32.879 -20.328
C 22.157 34.231 -19.559
N 23.315 32.388 -20.710
H 19.181 34.076 -23.022
H 17.914 33.514 -21.886
H 18.861 32.317 -22.638
H 21.084 32.074 -22.066
H 21.507 33.763 -22.258
H 21.645 32.025 -19.745
H 22.760 34.050 -18.669
H 21.250 34.746 -19.244
H 22.667 34.974 -20.172
H 23.770 33.084 -21.282
H 23.130 31.733 -21.456
C 26.365 24.448 -9.427
O 25.504 23.902 -8.483
C 24.550 24.802 -7.944
C 25.195 26.012 -7.109
C 26.120 25.480 -6.072
N 24.118 26.838 -6.467
H 26.974 25.293 -9.106
H 25.782 24.859 -10.252
H 27.002 23.639 -9.784
H 23.867 25.144 -8.722
H 23.989 24.187 -7.241
H 25.784 26.642 -7.774
H 26.348 26.319 -5.414
H 27.054 25.069 -6.456
H 25.628 24.720 -5.465
H 23.696 26.350 -5.690
H 23.309 27.029 -7.041
C 26.700 30.728 -14.183
C 27.682 30.016 -15.036
O 28.029 30.821 -16.174
H 25.713 30.982 -14.568
H 27.071 31.693 -13.839
H 26.572 30.150 -13.268
H 27.303 29.052 -15.376
H 28.587 29.890 -14.441
H 27.245 30.833 -16.727
*
```

[2]
Below is a molecular structure, C5H11N3 at a distorted geometry, with properties calculated with ωB97M-V/def2-TZVPD.

Energy relative to the best compared isomer or geometry (same formula, charge and spin), eV: 5.092
Max |F|, eV Å⁻¹: 2.190
HOMO energy, eV: -7.97
Orbital gap, eV: 8.87

```
! wB97M-V def2-TZVPD RIJCOSX def2/J DEFGRID3
* xyz 0 1
C -0.188 -1.833 0.861
C 2.058 -0.134 -0.356
C -0.414 -0.371 0.494
C 0.728 0.462 -0.008
N -1.136 2.151 -1.061
N -1.320 0.270 1.452
C -0.508 -0.108 -0.987
N -0.352 1.141 -1.511
H -0.963 2.998 -1.585
H -1.154 2.330 -0.063
H -1.106 1.254 1.561
H -2.300 0.130 1.239
H -0.223 -0.901 -1.667
H -1.146 -2.332 1.018
H 0.356 -2.385 0.093
H 0.374 -1.884 1.796
H 2.685 -0.082 0.542
H 2.052 -1.176 -0.702
H 2.557 0.471 -1.116
*
```